Computed, not measured: a molecular structure, C32H41Cl3F2N3O2OsSi4Te, with ωB97M-V with the def2-TZVPD basis set.

relative energy (zero: lowest compared OMol25 entry of this formula, charge and spin)	104.4	kJ/mol
E_LUMO (alpha / beta)	-2.96 / -4.67	eV
gap between HOMO and LUMO (alpha / beta)	6.76 / 5.63	eV

The geometry in ORCA input format:
```
! wB97M-V def2-TZVPD RIJCOSX def2/J DEFGRID3
* xyz 1 5
Os -0.00780 -0.25708 0.18155
F -0.82386 -0.54662 5.41739
C 0.08574 -0.42330 4.44751
C -0.33525 -0.45281 3.13255
C 0.60719 -0.32250 2.11796
C 1.97602 -0.16543 2.41978
C 2.32069 -0.14310 3.77289
F 3.60350 0.00474 4.14612
C 1.40935 -0.26808 4.79807
C 2.94167 -0.04792 1.30320
C 4.31815 0.14121 1.43873
C 5.11339 0.21413 0.30908
C 4.54158 0.09698 -0.94745
C 3.17574 -0.08061 -1.01240
N 2.40324 -0.15074 0.07272
H -1.39115 -0.56188 2.92350
H 1.72771 -0.24174 5.83016
H 4.76377 0.23433 2.41217
H 6.18034 0.36366 0.41455
H 5.13123 0.15101 -1.85159
H 2.67059 -0.16423 -1.96717
Cl -2.08238 5.11474 -4.00942
C -1.50842 4.10514 -2.72775
C -1.02826 2.84403 -3.02069
C -0.59833 2.05955 -1.96849
Cl -0.04926 0.42450 -2.32057
C -0.60268 2.46603 -0.63343
O -0.15561 1.71328 0.37587
C -1.10618 3.75254 -0.39199
Cl -1.19251 4.29975 1.23823
C -1.55588 4.56161 -1.41904
H -1.00663 2.47701 -4.03748
H -1.94611 5.54505 -1.19594
C -4.95612 -3.33685 -0.28408
Si -5.85217 -1.95745 -1.19000
C -5.24449 -1.87744 -2.95595
C -7.70179 -2.24525 -1.14043
Si -5.42841 0.10558 -0.10346
Te -2.91044 -0.21581 0.16575
Si -6.10193 0.28765 2.14219
C -5.81558 -1.36714 2.97077
C -7.91458 0.75442 2.19330
C -5.06000 1.60808 2.96674
Si -5.58388 2.02600 -1.45687
C -5.04893 3.50829 -0.44517
C -4.47545 1.84541 -2.94888
C -7.37064 2.20824 -1.99153
H -5.15310 -4.28581 -0.79433
H -5.27739 -3.43015 0.75591
H -3.87346 -3.17578 -0.29132
H -5.33947 -2.86655 -3.41441
H -4.19087 -1.59276 -3.01238
H -5.82761 -1.17173 -3.55121
H -7.95487 -3.18078 -1.64876
H -8.24032 -1.43694 -1.64141
H -8.07195 -2.31150 -0.11410
H -6.47282 -2.14140 2.56632
H -6.01673 -1.28461 4.04304
H -4.78020 -1.69741 2.84810
H -8.53815 0.01337 1.68681
H -8.08948 1.72337 1.71819
H -8.25636 0.82641 3.23027
H -3.99405 1.37273 2.90399
H -5.32461 1.67454 4.02654
H -5.21518 2.59328 2.52044
H -4.04969 3.37922 -0.02135
H -5.73868 3.70887 0.37857
H -5.03057 4.39490 -1.08831
H -3.44068 1.67893 -2.64428
H -4.51206 2.76572 -3.54146
H -4.77814 1.01606 -3.59025
H -8.04668 2.27253 -1.13509
H -7.68828 1.36405 -2.60900
H -7.49525 3.11994 -2.58376
N -2.33208 -6.19739 -1.72658
C -1.99801 -4.89093 -1.82650
O -2.51534 -4.13367 -2.62185
C -0.94620 -4.37990 -0.87441
C -0.09684 -5.15664 -0.10199
C 0.82466 -4.53122 0.72237
C 0.86048 -3.15442 0.77266
N 0.04585 -2.39325 0.02516
C -0.82282 -3.00440 -0.79261
H -3.05496 -6.54095 -2.33662
H -2.01607 -6.78970 -0.98199
H -0.12412 -6.23872 -0.14544
H 1.50946 -5.10466 1.33131
H 1.54407 -2.62692 1.42224
H -1.45416 -2.37846 -1.41032
*
```

Computed, not measured: 3 unconnected molecules or ions with the total composition C4H13NO2 in a non-equilibrium geometry, with ωB97M-V with the def2-TZVPD basis set.

relative energy (zero: lowest compared OMol25 entry of this formula, charge and spin)	153.5	kJ/mol
E_LUMO (alpha / beta)	-3.57 / -8.65	eV
gap between HOMO and LUMO (alpha / beta)	11.09 / 6.00	eV

The geometry in ORCA input format:
```
! wB97M-V def2-TZVPD RIJCOSX def2/J DEFGRID3
* xyz 1 2
N -0.07711 -1.49795 -0.50360
C -0.95182 -1.07094 0.61910
C -0.29207 0.03975 1.35564
C 1.22265 -0.09853 1.03744
C 1.24345 -0.75135 -0.32816
H 0.06199 -2.51317 -0.42529
H -1.98622 -0.87191 0.32901
H -0.96125 -1.95471 1.28944
H -0.58558 1.04395 1.04299
H -0.50165 0.01185 2.42388
H 1.61306 0.91337 1.04801
H 1.69446 -0.77914 1.74226
H 1.27563 -0.21106 -1.28471
H 1.99401 -1.54122 -0.42333
H -1.21196 -0.22710 -1.90266
H -1.64423 0.70389 -2.94706
O -1.40639 0.71633 -2.00596
H -0.57483 2.89988 -0.58004
H 0.82021 2.24230 -0.40408
O 0.26766 2.94578 -0.08288
*
```

Computed, not measured: a molecular structure, C50H58CsN5S3Si3 in a non-equilibrium geometry, with ωB97M-V with the def2-TZVPD basis set.

E_LUMO	-0.36	eV
gap between HOMO and LUMO	5.13	eV

The geometry in ORCA input format:
```
! wB97M-V def2-TZVPD RIJCOSX def2/J DEFGRID3
* xyz 0 1
Cs 0.87141 -2.00825 -0.04869
C 3.47826 -4.59676 -2.34606
Si 4.61652 -3.16254 -1.86214
C 4.81552 -2.20214 -3.47258
C 6.30264 -3.95672 -1.55195
C 4.01230 -2.16560 -0.47883
Si 4.37979 -0.39882 -0.57803
C 3.60193 0.47657 -2.07344
C 3.77877 0.61699 0.90046
C 6.21579 0.03602 -0.69673
Si 4.02091 -3.04087 1.09508
C 5.67466 -3.26228 1.97549
C 3.26595 -4.78220 1.02992
C 2.94900 -2.25837 2.50993
C 3.46030 -1.42142 3.50860
C 2.63561 -0.93466 4.50628
C 1.29818 -1.31092 4.51671
C 0.86726 -2.17796 3.52724
N 1.65221 -2.63513 2.55235
H 3.77283 -5.00202 -3.32231
H 2.43623 -4.26450 -2.42207
H 3.51434 -5.41600 -1.62200
H 5.19717 -2.87292 -4.25008
H 5.51617 -1.36644 -3.37715
H 3.85623 -1.79606 -3.81073
H 6.73139 -4.40015 -2.45954
H 6.22060 -4.75231 -0.80052
H 7.00468 -3.20858 -1.16582
H 2.61072 0.06889 -2.30178
H 4.22413 0.39463 -2.96825
H 3.48010 1.54325 -1.84458
H 2.69306 0.51577 1.04236
H 3.99525 1.67776 0.71548
H 4.28613 0.33343 1.82554
H 6.67431 -0.42586 -1.57944
H 6.75717 -0.33237 0.18360
H 6.37001 1.12126 -0.76476
H 6.31401 -3.92826 1.38760
H 5.54789 -3.70003 2.97408
H 6.21159 -2.31065 2.07980
H 3.98733 -5.48879 0.60288
H 2.35583 -4.82474 0.42081
H 3.01148 -5.12821 2.03709
H 4.51063 -1.15968 3.49541
H 3.02473 -0.27303 5.27079
H 0.62157 -0.95845 5.28401
H -0.15656 -2.55011 3.51556
N -1.67785 -2.00162 -0.39267
S -2.85558 -1.15809 -0.46725
N -2.76788 0.50850 -0.37799
S -2.48352 1.57101 0.67723
N -1.08605 2.20855 0.78109
S 0.07656 1.80813 -0.37527
N 0.58067 0.44758 -0.42471
C 1.19795 3.13469 0.02840
C 1.45236 3.40044 1.36772
C 2.43507 4.31932 1.69583
C 3.15918 4.95231 0.69281
C 2.90596 4.66562 -0.64241
C 1.92039 3.75037 -0.98351
C -0.67223 2.43984 -1.88365
C -1.31106 3.67319 -1.94649
C -1.86132 4.08328 -3.15144
C -1.75897 3.26764 -4.27516
C -1.09659 2.05010 -4.20100
C -0.54265 1.63199 -2.99728
C -3.62508 2.87922 0.28098
C -3.42135 4.12600 0.85907
C -4.24731 5.17581 0.49203
C -5.24689 4.97496 -0.45423
C -5.42127 3.73116 -1.03844
C -4.60432 2.66682 -0.67205
C -2.88084 1.08375 2.32968
C -3.93147 1.64226 3.04298
C -4.19848 1.16382 4.31866
C -3.43821 0.13241 4.84492
C -2.39638 -0.42091 4.10965
C -2.09986 0.05830 2.84483
C -4.15963 -1.54234 0.71130
C -4.03545 -2.80307 1.27469
C -4.96604 -3.22056 2.21745
C -6.00368 -2.37799 2.58977
C -6.11779 -1.11240 2.02340
C -5.19369 -0.68882 1.08000
C -3.70211 -1.13526 -2.05144
C -2.83485 -1.13901 -3.13579
C -3.35161 -1.12272 -4.42033
C -4.72704 -1.11322 -4.61822
C -5.58608 -1.13261 -3.52875
C -5.07916 -1.14377 -2.23368
H 0.89255 2.88473 2.13778
H 2.64601 4.53203 2.73622
H 3.93366 5.66288 0.95327
H 3.48112 5.14817 -1.42246
H 1.73395 3.50921 -2.02268
H -1.36648 4.30477 -1.06789
H -2.36587 5.03952 -3.21652
H -2.18523 3.59295 -5.21638
H -1.00466 1.42778 -5.08255
H -0.00886 0.69216 -2.89772
H -2.60699 4.27324 1.55965
H -4.10127 6.15407 0.93225
H -5.88522 5.80039 -0.74398
H -6.18179 3.58586 -1.79533
H -4.69262 1.69619 -1.14551
H -4.54842 2.41932 2.61760
H -5.01073 1.59232 4.89210
H -3.65716 -0.24753 5.83533
H -1.81244 -1.22931 4.52622
H -1.27951 -0.35685 2.26474
H -3.20047 -3.42579 0.97437
H -4.87631 -4.20280 2.66390
H -6.72657 -2.70407 3.32760
H -6.92299 -0.45262 2.32219
H -5.27591 0.29941 0.64301
H -1.76569 -1.17510 -2.95670
H -2.67984 -1.12815 -5.26971
H -5.12929 -1.10758 -5.62353
H -6.65777 -1.14942 -3.68206
H -5.75709 -1.18123 -1.39352
*
```

Computed, not measured: a molecular structure, C25H49N2O11SSbSi3Sr in a non-equilibrium geometry, with ωB97M-V with the def2-TZVPD basis set.

relative energy (zero: lowest compared OMol25 entry of this formula, charge and spin)	186.7	kJ/mol
E_LUMO	4.14	eV
gap between HOMO and LUMO	7.17	eV

The geometry in ORCA input format:
```
! wB97M-V def2-TZVPD RIJCOSX def2/J DEFGRID3
* xyz -2 1
Sr 0.22264 0.02601 -0.58224
O 2.51161 0.23075 1.60621
C 1.37269 -0.12407 1.90313
O 0.29009 0.51572 1.60905
C 1.20439 -1.44671 2.66663
C -0.24707 -1.71184 3.04318
C -0.35019 -2.95041 3.95577
C -0.26708 -4.10137 2.92681
C 0.08029 -3.31525 1.66306
O -0.78831 -2.17961 1.79324
C 1.50526 -2.73260 1.79755
C 2.17176 -2.52597 0.42766
O 3.23539 -3.10275 0.20449
O 1.50608 -1.80473 -0.39127
H 1.87492 -1.39670 3.52652
H -0.79123 -0.83192 3.37503
H -1.28897 -2.96939 4.50892
H 0.47219 -2.97285 4.67384
H -1.23877 -4.58520 2.80735
H 0.47910 -4.85847 3.17208
H -0.10752 -3.82427 0.72076
H 2.13816 -3.43006 2.34754
O -0.23960 -0.55814 -3.85335
S -0.98921 0.39998 -3.05172
O -2.00712 1.15299 -3.78286
O -0.00603 1.38725 -2.42395
O -1.60945 -0.32047 -1.87499
N 2.32077 2.72172 -0.66819
C 2.66842 2.69304 -1.77286
N 3.16382 2.75660 -3.02371
C 4.50736 3.34157 -3.10062
C 4.42232 4.85597 -3.09423
O 3.61349 5.31855 -4.15974
C 2.28730 4.78763 -4.06691
C 2.28472 3.27717 -4.09171
H 4.95329 3.00012 -4.03740
H 5.10386 2.96856 -2.26793
H 5.40599 5.30919 -3.23067
H 4.00741 5.19316 -2.13347
H 1.73766 5.18913 -4.91744
H 1.81759 5.14637 -3.14099
H 2.68868 2.90609 -5.03578
H 1.29363 2.85678 -3.94255
C -4.83286 -0.87595 -2.37471
Si -5.00603 0.54489 -1.17635
C -6.78332 0.57102 -0.58222
C -4.78967 2.12905 -2.12827
Sb -3.25082 0.27900 0.68304
Si -4.61283 1.49361 2.47220
C -4.84430 3.33326 2.21691
C -3.56784 1.36528 4.04410
C -6.30343 0.88036 3.02907
Si -4.18274 -1.99704 1.37669
C -3.33687 -3.33533 0.36749
C -6.00072 -2.43416 1.21677
C -3.82095 -2.27280 3.20218
H -5.67774 -0.87163 -3.07258
H -4.79633 -1.84461 -1.87049
H -3.90155 -0.76763 -2.93372
H -7.40516 0.71650 -1.47338
H -6.97303 1.40395 0.09876
H -7.10144 -0.34265 -0.08248
H -5.59755 2.19342 -2.86694
H -3.83151 2.11823 -2.65503
H -4.81390 3.00115 -1.47366
H -3.88480 3.83750 2.12264
H -5.38123 3.71429 3.09361
H -5.41706 3.57230 1.31768
H -2.50077 1.47569 3.83503
H -3.70387 0.39792 4.53499
H -3.86592 2.15237 4.74615
H -7.11027 1.16286 2.35118
H -6.48152 1.35213 4.00221
H -6.35241 -0.20026 3.16458
H -3.91561 -3.55442 -0.53383
H -3.25909 -4.25175 0.96240
H -2.33688 -3.04640 0.04796
H -6.30675 -2.53770 0.17339
H -6.68461 -1.73149 1.69191
H -6.10865 -3.40946 1.70626
H -2.93740 -1.73774 3.54604
H -3.66453 -3.34154 3.38291
H -4.66727 -1.93786 3.81053
C -1.44627 4.30435 -1.78355
C -1.67181 3.85667 -0.36348
C -0.52549 3.88291 0.60967
O -2.75195 3.42193 -0.02210
H -0.67866 5.07729 -1.84691
H -2.38895 4.63576 -2.21522
H -1.10377 3.42731 -2.34626
H 0.20539 4.65379 0.36745
H 0.01524 2.93369 0.58667
H -0.91389 4.00337 1.62062
*
```

Computed, not measured: a molecular structure, C26H23Br2CuN4OS in a non-equilibrium geometry, with ωB97M-V with the def2-TZVPD basis set.

relative energy (zero: lowest compared OMol25 entry of this formula, charge and spin)	9.6	kJ/mol
E_LUMO (alpha / beta)	-2.45 / -2.91	eV
gap between HOMO and LUMO (alpha / beta)	8.22 / 7.69	eV

The geometry in ORCA input format:
```
! wB97M-V def2-TZVPD RIJCOSX def2/J DEFGRID3
* xyz 1 2
Cu 0.05370 0.10600 -0.00640
C -3.18180 -2.86160 0.14830
C -2.47170 -1.68100 -0.45010
O -1.25010 -1.57570 -0.48060
N -3.29120 -0.76650 -1.00380
C -2.80390 0.34270 -1.79850
C -2.57950 1.58710 -0.97520
C -3.45930 2.66060 -1.07090
C -3.25490 3.77800 -0.27960
C -2.17480 3.78530 0.58800
C -1.33590 2.68420 0.60250
N -1.53060 1.61190 -0.15530
H -2.54990 -3.34570 0.88640
H -3.38040 -3.57990 -0.64680
H -4.12620 -2.57050 0.60200
H -4.28870 -0.87700 -0.91290
H -3.51620 0.53770 -2.60300
H -1.85370 0.02770 -2.23470
H -4.28270 2.62780 -1.76770
H -3.92340 4.62330 -0.33930
H -1.98200 4.62480 1.23560
H -0.46420 2.65490 1.23850
Br -0.36740 0.07210 6.67130
C -0.22440 0.00780 4.76790
C -1.37020 0.03490 3.99320
C -1.25150 0.01950 2.61200
C -0.00810 0.00040 1.99850
C 1.12650 -0.03330 2.79810
C 1.02620 -0.04190 4.18200
H -2.34260 0.07980 4.45800
H -2.15450 0.02680 2.01850
H 2.12280 -0.04540 2.38100
H 1.92000 -0.07520 4.78730
S 0.73270 -0.59130 -4.47560
C 0.74330 -0.77450 -2.76430
N 0.54790 0.29870 -2.07230
C 0.39930 1.40460 -2.87090
C 0.23180 2.72580 -2.45550
C 0.02870 3.69680 -3.41040
C 0.02380 3.38350 -4.77090
C 0.26060 2.09660 -5.20710
C 0.44660 1.11130 -4.24980
H 0.87640 -1.74600 -2.32630
H 0.26090 2.97150 -1.40500
H -0.11530 4.72040 -3.09880
H -0.15670 4.16200 -5.49380
H 0.30520 1.85970 -6.25720
Br 1.69910 -2.69990 0.27260
C 2.84440 -1.20340 0.11450
C 4.22060 -1.37690 0.13930
C 5.01740 -0.25010 0.03300
C 4.41390 0.99480 -0.09890
C 3.03200 1.05660 -0.10950
N 2.26690 -0.02140 -0.00600
H 4.63700 -2.36440 0.23820
H 6.09190 -0.34650 0.05690
H 5.00180 1.89390 -0.19610
H 2.50420 1.99540 -0.19620
*
```

In the order shown, the computed calculated total energy values come out to -126685.4064; -9934.5650; -116922.0615; -94073.1437; -230898.8345 eV.